This record from the OMol25 dataset describes a molecular structure, C39H71Cl28NO2 in a non-equilibrium geometry. The level of theory is ωB97M-V/def2-TZVPD.

ORCA input file:
```
! RIJCOSX wB97M-V def2-TZVPD def2/J DEFGRID3
* xyz 0 1
C 1.60 -0.17 0.13
O 1.05 -1.15 -0.74
C 1.60 -2.45 -0.60
C 2.51 -2.71 0.65
N 3.93 -2.25 0.48
C 2.38 -2.97 -1.88
C 2.74 -1.89 -2.93
O 3.02 -0.76 -2.73
C 2.79 -2.39 -4.42
C 4.01 -3.11 -4.78
C 4.12 -3.64 -6.12
C 3.01 -3.42 -7.02
C 1.81 -2.70 -6.67
C 1.70 -2.17 -5.32
H 2.70 -0.04 -0.04
H 1.15 0.82 -0.14
H 1.36 -0.32 1.22
H 0.73 -3.14 -0.48
H 2.07 -2.38 1.62
H 2.59 -3.83 0.73
H 4.14 -1.64 1.27
H 4.55 -3.05 0.47
H 3.32 -3.53 -1.64
H 1.72 -3.71 -2.40
H 4.80 -3.25 -4.02
H 5.03 -4.20 -6.37
H 3.09 -3.85 -8.05
H 0.96 -2.56 -7.35
H 0.82 -1.63 -4.92
Cl 5.03 2.08 -0.69
C 4.62 2.11 -2.43
C 5.83 2.33 -3.30
Cl 6.50 3.98 -3.12
H 3.87 2.88 -2.58
H 4.17 1.15 -2.66
H 5.56 2.22 -4.35
H 6.62 1.62 -3.07
Cl -0.28 -3.89 -6.22
C -1.58 -5.02 -6.70
C -1.68 -6.20 -5.77
Cl -0.26 -7.28 -5.91
H -1.40 -5.33 -7.72
H -2.52 -4.46 -6.68
H -2.55 -6.80 -6.01
H -1.76 -5.89 -4.73
Cl -4.03 0.76 -1.78
C -2.76 1.16 -0.59
C -1.82 0.00 -0.35
Cl -2.63 -1.35 0.50
H -3.25 1.48 0.33
H -2.20 2.00 -1.00
H -0.99 0.32 0.28
H -1.41 -0.39 -1.28
Cl -2.17 3.29 -1.29
C -0.45 3.51 -1.69
C -0.11 2.93 -3.04
Cl -0.21 1.16 -3.04
H 0.15 3.04 -0.90
H -0.25 4.58 -1.68
H 0.92 3.19 -3.30
H -0.76 3.32 -3.82
Cl 8.38 1.19 -5.74
C 9.20 -0.08 -4.80
C 8.35 -1.32 -4.66
Cl 6.92 -1.04 -3.63
H 9.46 0.34 -3.83
H 10.12 -0.32 -5.33
H 8.93 -2.11 -4.19
H 8.00 -1.68 -5.62
Cl 1.15 4.06 0.77
C 2.34 4.80 1.88
C 3.38 3.81 2.33
Cl 2.71 2.55 3.40
H 1.80 5.23 2.72
H 2.81 5.62 1.33
H 4.17 4.31 2.89
H 3.83 3.31 1.47
Cl -8.55 3.21 -0.80
C -7.85 1.64 -1.27
C -6.74 1.21 -0.34
Cl -5.29 2.24 -0.50
H -7.51 1.72 -2.30
H -8.66 0.91 -1.23
H -6.43 0.19 -0.58
H -7.05 1.23 0.70
Cl -4.21 -4.72 4.60
C -3.99 -3.02 5.09
C -3.23 -2.21 4.06
Cl -1.53 -2.71 3.94
H -3.48 -3.01 6.06
H -4.99 -2.60 5.23
H -3.24 -1.16 4.35
H -3.68 -2.29 3.07
Cl -6.54 2.88 4.96
C -7.69 1.51 4.96
C -7.17 0.34 5.75
Cl -5.76 -0.44 4.97
H -7.88 1.24 3.92
H -8.61 1.88 5.39
H -7.94 -0.42 5.83
H -6.88 0.64 6.76
Cl 3.07 6.45 4.28
C 2.10 6.61 5.76
C 0.89 7.50 5.56
Cl 1.35 9.21 5.31
H 2.75 6.99 6.55
H 1.78 5.61 6.04
H 0.26 7.47 6.45
H 0.30 7.18 4.71
Cl -6.16 5.93 8.46
C -7.10 6.14 6.96
C -8.58 6.17 7.21
Cl -9.21 4.58 7.74
H -6.82 5.34 6.27
H -6.78 7.08 6.52
H -9.11 6.42 6.29
H -8.85 6.90 7.97
Cl 1.96 -0.71 4.23
C 0.58 -0.52 5.35
C 0.89 0.43 6.48
Cl 2.10 -0.23 7.60
H 0.31 -1.51 5.71
H -0.26 -0.14 4.76
H -0.01 0.62 7.06
H 1.26 1.39 6.11
Cl -2.57 -5.97 7.23
C -0.83 -5.70 7.01
C -0.34 -4.51 7.79
Cl -1.02 -3.01 7.09
H -0.64 -5.58 5.94
H -0.32 -6.61 7.35
H 0.74 -4.44 7.73
H -0.62 -4.56 8.84
Cl 1.96 -3.44 -9.60
C 1.67 -3.46 -11.36
C 2.94 -3.17 -12.15
Cl 3.49 -1.50 -11.95
H 0.89 -2.73 -11.59
H 1.30 -4.45 -11.61
H 2.75 -3.32 -13.21
H 3.75 -3.84 -11.85
*
```

Summary:
- orbital gap (eV) = 7.923
- LUMO energy (eV) = 0.2

***

This record from the OMol25 dataset describes 11 unconnected molecules or ions with the total composition C39H72BCl20F2O6Si in a non-equilibrium geometry. The level of theory is ωB97M-V/def2-TZVPD.

ORCA input file:
```
! RIJCOSX wB97M-V def2-TZVPD def2/J DEFGRID3
* xyz -1 1
C -5.06 -3.29 2.12
Si -4.10 -1.79 1.48
C -4.85 -0.19 2.10
C -4.20 -1.87 -0.41
C -3.90 -0.52 -1.06
C -3.64 -0.63 -2.54
F -3.57 0.69 -3.04
F -4.74 -1.23 -3.10
B -2.26 -1.44 -2.87
O -1.45 -1.06 -4.05
C -0.11 -0.87 -3.65
C -0.02 0.65 -3.45
C 1.40 1.22 -3.54
O 1.53 2.44 -2.82
C 0.01 -1.63 -2.30
C 0.19 -3.13 -2.33
O 1.49 -3.67 -2.65
C 2.56 -3.02 -2.09
O 2.42 -2.81 -0.71
C 3.63 -2.43 -0.12
C 4.01 -0.95 -0.26
O 4.56 -0.54 0.99
O -1.29 -1.50 -1.77
C -2.25 -1.93 1.84
C -1.46 -0.78 1.80
C -0.09 -0.88 1.99
C 0.48 -2.12 2.22
C -0.29 -3.27 2.29
C -1.67 -3.18 2.10
H -4.49 -4.21 2.04
H -5.90 -3.43 1.44
H -5.46 -3.16 3.11
H -5.93 -0.31 2.06
H -4.60 0.04 3.14
H -4.61 0.67 1.49
H -3.39 -2.55 -0.67
H -5.14 -2.28 -0.77
H -4.76 0.15 -0.94
H -3.07 0.01 -0.59
H -2.66 -2.60 -3.16
H 0.61 -1.15 -4.43
H -0.60 1.09 -4.25
H -0.49 0.94 -2.51
H 1.59 1.49 -4.57
H 2.13 0.48 -3.19
H 1.17 2.30 -1.94
H 0.61 -1.08 -1.57
H -0.47 -3.52 -3.10
H -0.17 -3.53 -1.39
H 2.79 -2.08 -2.62
H 3.42 -3.67 -2.26
H 3.63 -2.66 0.94
H 4.47 -2.99 -0.55
H 3.17 -0.32 -0.54
H 4.81 -0.86 -0.99
H 4.42 0.41 1.13
H -1.92 0.18 1.60
H 0.51 0.01 1.92
H 1.55 -2.20 2.34
H 0.14 -4.24 2.46
H -2.29 -4.05 2.13
Cl -0.93 -6.81 -0.88
C 0.16 -7.72 -1.96
C 0.35 -7.04 -3.29
Cl -1.15 -7.08 -4.28
H -0.24 -8.72 -2.08
H 1.13 -7.79 -1.45
H 1.12 -7.56 -3.86
H 0.64 -6.00 -3.17
Cl 5.26 2.24 1.69
C 4.90 3.82 0.92
C 3.50 4.27 1.19
Cl 2.32 3.23 0.36
H 5.09 3.71 -0.15
H 5.61 4.53 1.32
H 3.36 5.28 0.81
H 3.27 4.27 2.25
Cl -0.65 -3.16 -5.91
C -0.40 -4.53 -7.00
C 1.02 -4.62 -7.50
Cl 1.43 -3.30 -8.63
H -1.11 -4.45 -7.83
H -0.64 -5.43 -6.43
H 1.16 -5.55 -8.05
H 1.73 -4.59 -6.68
Cl 2.52 -1.45 4.97
C 4.14 -2.18 5.10
C 4.76 -2.44 3.75
Cl 3.91 -3.75 2.88
H 4.06 -3.10 5.68
H 4.76 -1.48 5.65
H 5.79 -2.76 3.87
H 4.74 -1.55 3.12
Cl 0.56 6.17 0.73
C -0.38 6.49 2.20
C 0.43 7.18 3.27
Cl 1.69 6.13 3.96
H -0.78 5.55 2.56
H -1.21 7.13 1.91
H -0.22 7.48 4.09
H 0.92 8.07 2.88
Cl -3.65 -3.91 5.76
C -4.91 -4.05 7.01
C -6.10 -4.83 6.53
Cl -7.01 -3.95 5.28
H -5.19 -3.05 7.32
H -4.46 -4.56 7.86
H -6.79 -5.01 7.35
H -5.81 -5.79 6.11
Cl 3.93 7.61 -0.70
C 4.88 7.85 -2.19
C 5.31 6.55 -2.81
Cl 6.54 5.72 -1.82
H 5.73 8.48 -1.96
H 4.23 8.40 -2.88
H 5.76 6.73 -3.78
H 4.47 5.87 -2.94
Cl -6.04 2.12 -0.82
C -5.12 3.45 -1.55
C -3.74 3.56 -0.95
Cl -3.78 4.11 0.75
H -5.69 4.37 -1.42
H -5.04 3.24 -2.61
H -3.16 4.29 -1.51
H -3.22 2.60 -0.99
Cl 5.66 8.91 -5.12
C 6.61 9.16 -6.61
C 7.04 7.86 -7.22
Cl 8.25 7.02 -6.22
H 7.46 9.79 -6.37
H 5.96 9.70 -7.31
H 7.50 8.04 -8.19
H 6.20 7.18 -7.36
Cl -6.67 -2.66 9.77
C -6.36 -0.96 10.21
C -4.91 -0.59 10.08
Cl -3.89 -1.40 11.29
H -6.72 -0.81 11.23
H -6.96 -0.34 9.54
H -4.79 0.49 10.23
H -4.52 -0.84 9.09
*
```

Summary:
- orbital gap (eV) = 5.550
- LUMO energy (eV) = 1.5

***

This record from the OMol25 dataset describes 13 unconnected molecules or ions with the total composition C39H72F2O39 in a non-equilibrium geometry. The level of theory is ωB97M-V/def2-TZVPD.

ORCA input file:
```
! RIJCOSX wB97M-V def2-TZVPD def2/J DEFGRID3
* xyz 0 1
C -5.07 -1.00 -1.07
C -6.41 -0.41 -0.56
O -7.35 -1.39 -0.86
C -6.93 -1.95 -2.00
O -7.62 -2.65 -2.74
O -5.53 -1.61 -2.19
F -6.53 0.76 -1.14
H -4.74 -1.77 -0.38
H -4.25 -0.30 -1.27
H -6.28 -0.07 0.47
C -4.99 -1.88 5.39
C -5.06 -3.17 4.64
O -5.06 -2.85 3.27
C -5.16 -1.51 3.16
O -4.95 -0.95 2.15
O -5.35 -0.99 4.37
F -6.29 -3.67 4.90
H -3.99 -1.51 5.62
H -5.64 -1.71 6.24
H -4.25 -3.80 4.97
C 5.85 2.90 -8.42
O 5.09 1.74 -8.32
C 4.19 1.58 -7.43
O 3.52 2.57 -7.01
O 4.14 0.41 -6.92
C 3.66 0.28 -5.58
H 5.69 3.73 -7.73
H 5.73 3.27 -9.44
H 6.89 2.57 -8.32
H 2.62 -0.04 -5.65
H 3.85 1.07 -4.86
H 4.07 -0.57 -5.02
C -1.53 -0.82 0.88
O -0.65 -0.74 -0.26
C -0.10 0.41 -0.64
O -0.46 1.55 -0.25
O 0.97 0.04 -1.37
C 1.72 1.06 -1.98
H -1.12 -0.30 1.75
H -1.63 -1.89 1.09
H -2.52 -0.61 0.48
H 2.57 0.72 -2.58
H 2.20 1.64 -1.19
H 1.06 1.66 -2.60
C -4.88 -6.53 3.07
O -3.75 -5.86 2.60
C -2.52 -6.41 2.52
O -2.32 -7.64 2.43
O -1.63 -5.52 2.26
C -1.83 -4.14 2.54
H -5.28 -7.22 2.33
H -5.56 -5.87 3.61
H -4.62 -7.16 3.93
H -2.67 -3.70 2.01
H -0.99 -3.58 2.13
H -1.89 -3.78 3.57
C 3.90 -1.62 -2.28
O 4.66 -2.30 -1.30
C 4.52 -2.02 0.01
O 3.46 -1.59 0.43
O 5.63 -2.21 0.68
C 5.85 -1.54 1.93
H 4.41 -1.63 -3.24
H 3.86 -0.54 -2.13
H 2.88 -2.00 -2.39
H 6.40 -0.60 1.93
H 6.53 -1.91 2.70
H 4.94 -1.45 2.52
C -4.29 4.28 -4.18
O -3.32 4.05 -5.16
C -2.00 3.82 -4.77
O -1.65 3.89 -3.64
O -1.23 3.59 -5.87
C 0.13 3.34 -5.70
H -4.88 3.39 -3.93
H -5.03 4.96 -4.60
H -3.77 4.77 -3.36
H 0.70 3.52 -6.61
H 0.32 2.31 -5.40
H 0.60 3.96 -4.94
C 4.67 6.40 -1.03
O 3.38 6.07 -0.61
C 2.35 5.97 -1.45
O 2.40 6.11 -2.71
O 1.27 5.62 -0.68
C 0.16 5.16 -1.42
H 5.12 5.45 -1.32
H 5.32 6.97 -0.37
H 4.48 7.05 -1.88
H -0.60 5.94 -1.40
H -0.40 4.41 -0.85
H 0.44 4.86 -2.42
C 4.16 4.16 -4.57
O 4.19 3.05 -3.71
C 5.16 3.05 -2.85
O 6.09 3.82 -2.79
O 4.98 1.91 -2.07
C 5.79 1.61 -0.90
H 4.25 5.06 -3.95
H 3.20 4.02 -5.07
H 5.02 4.15 -5.24
H 5.56 2.33 -0.12
H 6.85 1.73 -1.14
H 5.57 0.63 -0.47
C 1.32 1.84 6.92
O 1.44 1.89 5.48
C 0.67 2.76 4.80
O -0.21 3.45 5.26
O 1.18 2.76 3.56
C 0.53 3.47 2.47
H 1.22 2.83 7.36
H 2.07 1.23 7.43
H 0.39 1.26 7.01
H 1.43 3.78 1.94
H -0.17 4.28 2.66
H -0.12 2.77 1.94
C 1.00 -5.76 4.56
O 0.91 -4.32 4.71
C 1.67 -3.48 3.93
O 2.50 -3.84 3.08
O 1.38 -2.30 4.30
C 1.78 -1.20 3.62
H 1.18 -6.25 5.52
H 1.64 -6.22 3.80
H 0.00 -6.03 4.22
H 1.35 -1.04 2.62
H 2.86 -1.14 3.51
H 1.40 -0.30 4.11
C -4.25 -4.78 -3.53
O -3.35 -4.75 -2.42
C -2.59 -3.62 -2.17
O -2.01 -3.34 -1.11
O -2.75 -2.77 -3.19
C -1.88 -1.71 -3.34
H -3.78 -4.93 -4.50
H -4.98 -3.98 -3.60
H -4.93 -5.63 -3.41
H -1.43 -1.69 -4.33
H -0.99 -1.60 -2.73
H -2.37 -0.75 -3.20
C -2.37 1.20 3.99
O -1.45 0.63 4.92
C -1.50 -0.63 5.27
O -1.88 -1.57 4.63
O -0.95 -0.64 6.54
C -1.08 -1.82 7.25
H -2.05 1.31 2.96
H -2.58 2.24 4.27
H -3.25 0.60 4.23
H -2.10 -2.20 7.25
H -0.75 -1.75 8.28
H -0.60 -2.69 6.80
*
```

Summary:
- orbital gap (eV) = 10.621
- LUMO energy (eV) = 0.2

***

Record-wise calculated total energy values, in eV: -397801.7195 -318338.7923 -126890.9969